No. 1
Formula: C30H60O30
Source: OMol25
Level of theory: wB97M-V/def2-TZVPD

Results
LUMO level = 0.40 eV
SMILES string = COC(=O)OC.COC(=O)OC.COC(=O)OC.COC(=O)OC.COC(=O)OC.COC(=O)OC.COC(=O)OC.COC(=O)OC.COC(=O)OC.COC(=O)OC
E_tot = -93507.2189 eV
Kohn-Sham gap = 10.80 eV

ORCA input file:
```
! RIJCOSX wB97M-V def2-TZVPD def2/J DEFGRID3
* xyz 0 1
C -0.15 0.96 6.97
O 0.90 0.55 6.12
C 0.96 1.15 4.93
O 0.05 1.72 4.39
O 2.18 0.96 4.46
C 2.51 1.64 3.26
H -0.38 0.18 7.69
H -1.07 1.15 6.42
H 0.06 1.90 7.47
H 2.75 2.69 3.47
H 1.71 1.56 2.53
H 3.45 1.26 2.86
C -4.79 -0.05 2.74
O -5.50 -1.27 2.44
C -5.10 -1.87 1.33
O -4.28 -1.48 0.55
O -5.74 -3.03 1.23
C -5.43 -3.88 0.13
H -5.27 0.40 3.60
H -4.78 0.60 1.87
H -3.78 -0.35 3.03
H -5.44 -4.91 0.47
H -4.42 -3.68 -0.21
H -6.16 -3.75 -0.65
C 2.01 -3.45 -2.22
O 2.17 -4.26 -3.37
C 1.13 -4.48 -4.18
O 0.08 -3.94 -4.20
O 1.48 -5.58 -4.88
C 0.46 -6.34 -5.47
H 1.08 -3.60 -1.66
H 2.14 -2.38 -2.42
H 2.80 -3.73 -1.52
H 0.65 -7.40 -5.36
H 0.42 -6.11 -6.54
H -0.53 -6.09 -5.06
C -0.32 3.54 -7.26
O 0.18 2.34 -6.69
C -0.55 1.65 -5.80
O -0.14 0.64 -5.31
O -1.69 2.26 -5.49
C -2.69 1.43 -4.86
H -1.38 3.50 -7.50
H 0.18 3.63 -8.23
H -0.06 4.39 -6.63
H -3.09 0.80 -5.65
H -3.42 2.09 -4.40
H -2.25 0.87 -4.03
C -1.74 4.30 4.77
O -2.19 5.15 5.80
C -1.67 4.97 7.01
O -0.92 4.09 7.32
O -2.13 5.93 7.80
C -1.70 5.85 9.16
H -2.31 4.48 3.86
H -1.85 3.22 4.93
H -0.69 4.48 4.57
H -0.63 5.98 9.21
H -2.04 4.91 9.59
H -2.26 6.62 9.69
C 2.52 -1.43 1.38
O 3.52 -1.98 2.23
C 4.36 -2.85 1.73
O 4.47 -3.16 0.57
O 5.10 -3.32 2.73
C 6.05 -4.31 2.38
H 1.79 -0.94 2.01
H 2.02 -2.18 0.78
H 2.93 -0.66 0.72
H 6.50 -4.66 3.31
H 6.82 -3.90 1.73
H 5.60 -5.17 1.88
C -2.24 -2.86 -1.66
O -1.66 -4.16 -1.60
C -2.38 -5.20 -1.99
O -3.57 -5.24 -2.15
O -1.58 -6.26 -2.03
C -2.16 -7.48 -2.44
H -2.06 -2.43 -0.67
H -3.32 -2.83 -1.74
H -1.78 -2.26 -2.44
H -2.95 -7.75 -1.73
H -1.44 -8.29 -2.48
H -2.67 -7.37 -3.40
C -0.63 4.38 -0.45
O 0.03 5.43 0.28
C 0.66 5.07 1.40
O 0.73 3.95 1.83
O 1.21 6.16 1.91
C 2.08 5.97 3.02
H -1.61 4.23 0.01
H -0.06 3.45 -0.34
H -0.62 4.68 -1.48
H 3.11 5.94 2.68
H 1.88 5.04 3.56
H 1.90 6.79 3.71
C 2.94 -1.33 -5.08
O 3.65 -0.13 -4.89
C 3.68 0.32 -3.63
O 3.15 -0.22 -2.69
O 4.36 1.45 -3.51
C 4.80 2.20 -4.65
H 1.90 -1.35 -4.75
H 3.44 -2.27 -4.81
H 2.86 -1.51 -6.15
H 4.55 1.77 -5.61
H 5.87 2.37 -4.50
H 4.41 3.22 -4.58
C 0.06 -0.32 -1.99
O -0.97 0.25 -1.19
C -0.72 0.74 0.01
O 0.31 0.57 0.60
O -1.79 1.33 0.46
C -1.71 1.83 1.80
H 0.15 -1.36 -1.69
H 1.01 0.20 -1.86
H -0.20 -0.26 -3.05
H -1.28 1.11 2.49
H -2.73 2.01 2.11
H -1.12 2.74 1.80
*
```

No. 2
Formula: C30H60O30S3
Source: OMol25
Level of theory: wB97M-V/def2-TZVPD

Results
LUMO level = 0.16 eV
E_tot = -126011.6743 eV
Kohn-Sham gap = 10.76 eV

ORCA input file:
```
! RIJCOSX wB97M-V def2-TZVPD def2/J DEFGRID3
* xyz 0 1
C -6.03 -1.66 3.17
C -5.35 -0.39 3.65
O -5.19 -0.36 5.07
C -6.00 0.42 5.77
O -6.86 1.15 5.33
O -5.71 0.28 7.06
C -6.54 1.03 7.96
H -7.11 -1.61 3.28
H -5.57 -2.54 3.62
H -5.78 -1.78 2.11
H -5.93 0.47 3.30
H -4.36 -0.28 3.21
H -6.18 0.78 8.95
H -7.58 0.77 7.82
H -6.39 2.09 7.80
C 10.41 2.86 -2.80
C 9.12 3.56 -2.45
O 8.07 3.28 -3.38
C 7.36 2.19 -3.13
O 7.61 1.36 -2.30
O 6.33 2.15 -3.97
C 5.21 1.35 -3.57
H 11.01 3.29 -3.60
H 10.28 1.80 -3.02
H 11.10 2.94 -1.94
H 9.30 4.64 -2.46
H 8.79 3.32 -1.45
H 5.43 0.29 -3.69
H 4.38 1.65 -4.19
H 5.01 1.58 -2.52
C -1.86 2.79 5.97
C -1.10 1.48 5.90
O 0.25 1.75 5.50
C 0.97 0.69 5.16
O 0.66 -0.46 5.33
O 2.11 1.11 4.61
C 3.03 0.09 4.27
H -2.85 2.55 6.35
H -2.01 3.25 4.99
H -1.32 3.46 6.63
H -1.56 0.74 5.26
H -1.05 1.09 6.92
H 3.63 -0.18 5.15
H 3.76 0.49 3.57
H 2.55 -0.82 3.94
C -3.73 -6.15 1.80
C -4.06 -5.42 0.51
O -3.18 -4.29 0.42
C -3.67 -3.18 -0.13
O -4.83 -2.97 -0.38
O -2.67 -2.31 -0.21
C -2.89 -1.14 -0.99
H -4.42 -6.98 1.96
H -3.82 -5.47 2.64
H -2.72 -6.57 1.73
H -5.10 -5.09 0.55
H -3.91 -6.03 -0.38
H -3.71 -1.24 -1.70
H -1.96 -0.87 -1.49
H -3.12 -0.28 -0.35
C -1.50 0.06 2.08
C -0.03 0.33 1.85
O 0.28 0.22 0.46
C 1.05 1.18 -0.06
O 1.38 2.19 0.49
O 1.44 0.80 -1.28
C 1.84 1.86 -2.16
H -2.09 0.87 1.63
H -1.80 -0.09 3.11
H -1.84 -0.84 1.56
H 0.72 -0.24 2.40
H 0.09 1.36 2.19
H 2.74 1.53 -2.69
H 2.05 2.80 -1.67
H 1.08 1.93 -2.93
C 3.71 -1.71 -0.42
C 2.93 -2.22 0.79
O 1.82 -2.98 0.34
C 1.10 -3.65 1.23
O 1.07 -3.44 2.41
O 0.38 -4.56 0.57
C -0.57 -5.26 1.36
H 3.06 -1.46 -1.26
H 4.50 -2.40 -0.72
H 4.21 -0.79 -0.12
H 2.63 -1.40 1.45
H 3.63 -2.81 1.39
H -1.25 -5.75 0.67
H -1.09 -4.61 2.06
H -0.09 -6.03 1.97
C -0.11 -2.66 -2.45
C 1.24 -2.34 -3.12
O 1.00 -2.26 -4.52
S -0.54 -2.03 -4.86
O -0.97 -2.97 -5.82
O -0.76 -0.65 -5.11
O -1.13 -2.39 -3.43
H -0.28 -1.95 -1.64
H -0.18 -3.66 -2.03
H 1.93 -3.15 -2.91
H 1.58 -1.39 -2.71
C 0.48 3.63 -6.37
C 1.04 2.23 -5.99
O 2.22 2.55 -5.24
S 2.92 3.79 -5.98
O 3.38 3.36 -7.25
O 3.78 4.48 -5.11
O 1.52 4.56 -6.09
H -0.37 3.91 -5.75
H 0.15 3.65 -7.41
H 1.31 1.72 -6.91
H 0.46 1.60 -5.33
C -3.07 1.84 -3.18
C -3.87 3.01 -2.59
O -2.82 4.02 -2.50
S -1.53 3.36 -1.89
O -1.69 3.15 -0.50
O -0.38 4.00 -2.39
O -1.72 1.97 -2.71
H -3.02 1.93 -4.27
H -3.43 0.85 -2.91
H -4.29 2.79 -1.61
H -4.55 3.52 -3.25
*
```

No. 3
Formula: C30H61Br2F7N14O30
Source: OMol25
Level of theory: wB97M-V/def2-TZVPD

Results
LUMO level = -0.52 eV
E_tot = -273449.7747 eV
Kohn-Sham gap = 8.27 eV

ORCA input file:
```
! RIJCOSX wB97M-V def2-TZVPD def2/J DEFGRID3
* xyz 0 1
C -3.60 -1.22 4.70
N -2.32 -0.71 4.05
C -2.76 -0.26 2.68
C -1.67 -0.54 1.51
C -2.50 -1.41 0.45
Br -2.14 -3.36 0.11
C -3.60 -0.85 -0.29
C -4.04 0.67 -0.18
Br -4.70 -1.94 -1.57
O -0.85 -1.58 2.15
C 0.46 -1.63 1.53
O 1.27 -2.56 1.49
O 0.54 -0.35 0.91
C -0.61 0.56 1.08
C -0.42 1.74 2.19
C 0.63 1.34 3.35
C 2.01 2.21 3.26
C 3.28 1.33 2.84
C 4.50 2.23 2.21
O 4.79 1.85 0.83
C 5.40 0.53 0.79
C -0.63 1.33 -0.30
F -1.12 0.56 -1.42
F -1.58 2.42 -0.18
C 0.73 1.97 -0.82
F 1.22 1.13 -1.88
F 1.79 2.11 0.10
C 0.55 3.43 -1.52
F 0.36 4.47 -0.58
F -0.38 3.42 -2.58
F 1.83 3.70 -2.12
H -3.52 -1.29 5.83
H -3.87 -2.22 4.20
H -4.49 -0.52 4.47
H -2.12 0.15 4.59
H -3.12 0.82 2.73
H -3.69 -0.90 2.43
H -5.17 0.79 -0.37
H -3.71 1.22 0.76
H -3.54 1.23 -1.06
H 0.02 2.70 1.71
H -1.40 2.07 2.66
H 0.81 0.22 3.46
H 0.13 1.68 4.34
H 1.94 3.09 2.54
H 2.20 2.64 4.30
H 2.96 0.60 2.00
H 3.76 0.79 3.73
H 5.48 2.08 2.80
H 4.25 3.35 2.22
H 6.44 0.51 0.30
H 5.54 0.07 1.83
H 4.72 -0.13 0.16
C 0.40 -5.54 -2.54
N -0.63 -6.49 -2.06
O -0.36 -7.68 -2.10
O -1.68 -6.02 -1.65
H 1.28 -6.11 -2.86
H -0.02 -4.98 -3.36
H 0.66 -4.88 -1.70
C 0.52 6.29 3.03
N 0.78 5.36 4.16
O -0.17 4.73 4.61
O 1.93 5.29 4.57
H -0.54 6.25 2.78
H 0.80 7.29 3.36
H 1.13 5.96 2.19
C -5.73 4.55 0.49
N -5.49 3.58 1.60
O -6.46 2.97 2.02
O -4.34 3.48 2.00
H -6.79 4.54 0.24
H -5.43 5.54 0.85
H -5.13 4.24 -0.36
C 5.87 -3.56 3.09
N 6.02 -2.11 2.80
O 6.14 -1.78 1.63
O 6.00 -1.35 3.75
H 5.90 -4.11 2.15
H 6.70 -3.85 3.73
H 4.91 -3.70 3.58
C 8.38 2.43 -2.65
N 8.64 1.51 -1.51
O 7.68 0.89 -1.06
O 9.78 1.44 -1.10
H 7.32 2.39 -2.90
H 8.66 3.43 -2.33
H 8.99 2.09 -3.49
C -2.68 -9.42 -2.54
N -3.87 -9.79 -3.35
O -3.68 -10.32 -4.43
O -4.97 -9.52 -2.87
H -1.79 -9.72 -3.08
H -2.71 -8.35 -2.39
H -2.75 -9.96 -1.59
C -7.82 8.26 2.48
N -6.98 7.58 1.46
O -5.87 8.05 1.24
O -7.45 6.61 0.91
H -7.27 9.11 2.89
H -8.73 8.59 1.99
H -8.03 7.53 3.27
C -4.37 -4.44 -5.45
N -3.18 -4.30 -4.58
O -3.36 -3.89 -3.45
O -2.10 -4.60 -5.07
H -5.26 -4.14 -4.89
H -4.23 -3.80 -6.32
H -4.44 -5.49 -5.75
C 3.85 2.20 -4.16
N 4.74 1.54 -5.14
O 5.84 2.05 -5.34
O 4.32 0.53 -5.69
H 4.36 3.07 -3.76
H 2.94 2.48 -4.68
H 3.65 1.48 -3.36
C 5.73 6.99 3.80
N 4.47 7.71 3.48
O 3.73 7.20 2.65
O 4.27 8.76 4.06
H 5.78 6.08 3.20
H 6.56 7.66 3.54
H 5.72 6.76 4.86
C -7.30 -8.00 -5.01
N -7.12 -6.55 -5.31
O -6.89 -6.24 -6.47
O -7.22 -5.78 -4.38
H -7.19 -8.56 -5.94
H -6.54 -8.28 -4.29
H -8.30 -8.12 -4.60
C -4.13 -10.44 2.29
N -3.25 -10.94 1.20
O -3.22 -12.15 1.01
O -2.63 -10.11 0.56
H -4.62 -11.29 2.76
H -3.49 -9.92 3.00
H -4.86 -9.77 1.84
C 6.14 5.88 -4.37
N 7.32 6.18 -3.52
O 7.97 5.23 -3.12
O 7.54 7.35 -3.29
H 6.06 4.80 -4.50
H 5.26 6.27 -3.87
H 6.29 6.36 -5.34
*
```

No. 4
Formula: C30H61N6O6S2
Source: OMol25
Level of theory: wB97M-V/def2-TZVPD

Results
LUMO level = -2.51 eV
E_tot = -74985.2083 eV
Kohn-Sham gap = 8.80 eV

ORCA input file:
```
! RIJCOSX wB97M-V def2-TZVPD def2/J DEFGRID3
* xyz 1 1
C -0.55 3.71 -2.92
C -1.65 3.50 -2.20
N -1.74 2.29 -1.42
C -1.97 1.07 -1.95
C -2.20 0.75 -3.39
N -3.27 1.50 -4.05
N -2.00 0.18 -0.97
C -1.80 0.83 0.17
N -1.78 0.22 1.36
C -1.96 -1.26 1.35
C -3.39 -1.74 1.02
C -3.50 -2.64 -0.21
C -2.42 -3.73 -0.29
C -1.41 -3.34 -1.39
C -0.06 -4.04 -1.30
C 0.93 -3.45 -2.31
C 1.15 -1.95 -2.07
C 2.60 -1.48 -2.16
C 2.74 -0.12 -1.47
C 4.15 0.47 -1.61
C -1.59 0.86 2.62
O -2.65 1.76 2.90
O -2.56 1.97 4.30
N -1.62 2.16 -0.07
C -1.35 3.35 0.74
C -2.63 4.16 0.98
C -2.28 5.46 1.70
C -2.10 5.21 3.20
C -1.45 6.40 3.96
N -0.13 6.12 4.51
H 0.20 2.93 -3.00
H -0.39 4.63 -3.47
H -2.46 4.20 -2.23
H -1.28 0.89 -3.97
H -2.44 -0.31 -3.45
H -2.91 2.35 -4.45
H -4.00 1.78 -3.40
H -1.73 -1.63 2.34
H -1.21 -1.66 0.68
H -3.99 -0.85 0.81
H -3.86 -2.23 1.87
H -4.49 -3.11 -0.20
H -3.46 -2.08 -1.14
H -1.93 -3.90 0.67
H -2.85 -4.67 -0.60
H -1.84 -3.53 -2.38
H -1.23 -2.27 -1.28
H -0.19 -5.11 -1.42
H 0.38 -3.88 -0.31
H 0.45 -3.54 -3.29
H 1.85 -4.02 -2.30
H 0.80 -1.69 -1.06
H 0.53 -1.38 -2.77
H 3.28 -2.19 -1.69
H 2.85 -1.31 -3.21
H 2.53 -0.24 -0.40
H 2.03 0.60 -1.88
H 4.12 1.53 -1.36
H 4.54 0.40 -2.62
H 4.83 0.00 -0.91
H -1.55 0.13 3.43
H -0.62 1.38 2.65
H -2.99 2.83 4.43
H -0.69 4.00 0.17
H -0.83 3.11 1.66
H -3.37 3.57 1.52
H -3.06 4.35 -0.01
H -1.31 5.79 1.32
H -3.00 6.25 1.51
H -3.07 4.94 3.63
H -1.46 4.34 3.37
H -1.35 7.24 3.27
H -2.10 6.67 4.78
H -0.09 5.24 4.99
H 0.60 6.17 3.81
C 9.06 1.39 -3.11
C 9.58 2.68 -2.46
C 8.61 3.80 -2.83
S 7.01 3.02 -3.07
O 6.63 3.16 -4.46
O 6.12 3.41 -2.01
C 7.57 1.34 -2.80
H 9.57 0.51 -2.73
H 9.21 1.43 -4.19
H 9.61 2.56 -1.38
H 10.59 2.91 -2.79
H 8.52 4.55 -2.05
H 8.88 4.29 -3.77
H 7.01 0.67 -3.44
H 7.39 1.10 -1.75
C -3.81 -6.34 4.51
C -3.79 -7.78 3.99
C -3.86 -7.72 2.46
S -3.11 -6.15 1.99
O -4.14 -5.32 1.41
O -1.86 -6.40 1.33
C -2.80 -5.57 3.66
H -3.55 -6.28 5.57
H -4.80 -5.91 4.39
H -2.86 -8.27 4.30
H -4.61 -8.37 4.40
H -3.31 -8.53 1.99
H -4.89 -7.71 2.10
H -2.93 -4.49 3.69
H -1.78 -5.84 3.91
*
```